{
  "formula": "C36H36As2FMnNO3",
  "method": "ωB97M-V with the def2-TZVPD basis set",
  "symbols": ["H", "H", "H", "C", "H", "H", "C", "H", "O", "C", "H", "C", "C", "H", "C", "C", "C", "C", "C", "C", "C", "H", "H", "C", "C", "H", "H", "F", "C", "C", "H", "H", "H", "C", "H", "H", "C", "H", "H", "C", "C", "C", "H", "C", "As", "H", "H", "O", "C", "H", "H", "H", "C", "C", "C", "C", "C", "C", "C", "C", "H", "O", "C", "H", "H", "Mn", "H", "H", "H", "C", "As", "H", "H", "N", "C", "H", "C", "H", "C", "H"],
  "positions_angstrom": [[-2.7642, 1.8293, -0.2421], [0.6305, -2.1767, -1.9899], [-3.4592, 3.9867, 0.7238], [-1.2299, 2.7163, 4.1992], [-4.3356, -0.6980, -2.5769], [3.1001, -0.3982, 1.8812], [-4.0368, -2.9519, 1.1665], [-3.5436, -0.9067, 0.7607], [-1.8768, -0.7921, -1.4384], [-2.8676, 1.0580, 4.7799], [-0.4073, -3.3121, 2.4200], [3.4110, 0.9912, -1.0045], [-1.3888, 0.6845, 2.9160], [-1.9131, -5.2442, 2.4660], [1.0167, -1.0008, 2.1367], [2.1015, -0.0720, 1.5971], [2.4003, -1.8669, -0.8084], [1.0747, 2.6143, -2.9736], [-1.4200, -3.2009, 2.0542], [-2.4147, 3.7745, 0.5337], [5.0401, 1.4116, -2.7321], [0.6062, 5.2487, 0.8893], [-5.0634, -2.8467, 0.8372], [5.4454, 2.5666, -2.0775], [-0.1173, 4.4843, 0.6349], [1.3195, 3.1091, -0.1109], [-4.2454, -5.0282, 1.6714], [-1.8445, 5.8810, 1.4103], [-2.3904, -1.5036, -2.2860], [-2.0007, 2.5697, -0.0130], [1.8922, 2.9405, -2.3319], [-3.1376, -0.1522, -3.7334], [4.2535, -1.8654, 0.2885], [-3.5797, -4.1754, 1.6403], [0.3456, 3.4276, -3.0162], [1.1754, -4.5151, -2.5305], [-1.8665, -1.9787, 1.5675], [3.7238, -0.2791, -2.7086], [-3.6768, 0.7180, 5.4133], [0.2635, 3.2698, 0.0778], [3.0131, -4.5085, -1.4218], [-2.2702, 2.2892, 5.0117], [-4.8720, -2.3599, -4.0235], [3.5705, -2.4453, -0.3217], [-0.7376, -0.4048, 1.4513], [6.2351, 3.1784, -2.4934], [-0.7638, 3.6787, 4.3703], [-2.0113, -2.7366, -2.4649], [4.8432, 2.9277, -0.8802], [4.7866, -4.2069, -0.2502], [-2.5869, -3.0724, -3.2030], [3.2521, -5.5374, -1.6584], [-0.6522, 2.2653, -0.2471], [1.8496, -3.9361, -1.9125], [-2.4280, 0.2552, 3.7374], [-1.4587, 4.7151, 0.8601], [-2.2722, -4.2970, 2.0852], [-3.1829, -1.8621, 1.1253], [0.3973, 1.4399, -2.3818], [-0.7928, 1.9195, 3.1527], [5.5158, 1.1177, -3.6590], [-0.0307, 0.4616, -2.9896], [3.8757, -3.7614, -0.6282], [1.9668, 0.9494, 1.9581], [3.3827, 2.4307, 0.5990], [-0.3277, 0.4492, -0.9868], [5.1671, 3.8187, -0.3576], [1.0005, -1.0125, 3.2250], [1.1925, -2.0166, 1.7796], [4.0308, 0.6260, -2.1966], [1.9057, -0.0481, -0.3550], [-0.0027, 2.2762, 2.5062], [1.4343, 2.3843, -3.9750], [-3.8975, -2.1084, -4.1065], [1.5438, -2.6171, -1.6070], [-3.7056, -1.8922, -5.0744], [3.8310, 2.1447, -0.3455], [-2.8956, -0.7061, 3.5691], [-3.5107, -1.0306, -3.2065], [-2.6159, 2.9157, 5.8240]],
  "atomic_forces_ev_per_a": [[-0.02, 0.01, 0.01], [-0.01, 0.00, -0.01], [0.02, -0.01, -0.01], [0.03, 0.04, 0.01], [0.00, 0.02, 0.04], [0.07, -0.05, -0.06], [-0.05, -0.01, -0.01], [-0.03, 0.01, -0.01], [-0.16, 0.12, 0.07], [0.02, 0.05, 0.03], [-0.01, -0.01, 0.00], [0.07, -0.05, 0.06], [-0.08, -0.05, 0.04], [-0.01, 0.00, 0.00], [-0.06, 0.07, -0.04], [-0.19, 0.05, -0.13], [0.00, 0.03, 0.01], [-0.08, 0.03, 0.07], [0.09, 0.05, -0.01], [-0.07, 0.09, 0.05], [0.06, 0.04, -0.02], [0.00, -0.02, -0.01], [0.02, 0.00, 0.01], [-0.03, -0.02, 0.00], [-0.03, 0.10, 0.06], [0.02, 0.02, 0.04], [0.01, 0.01, 0.00], [0.00, 0.02, 0.01], [-0.10, -0.14, -0.18], [0.05, -0.22, -0.09], [-0.02, 0.01, -0.03], [0.02, 0.04, 0.01], [0.01, 0.00, 0.00], [0.03, -0.01, 0.01], [0.02, 0.00, 0.02], [0.01, 0.00, 0.00], [0.07, 0.03, 0.01], [0.02, 0.00, -0.02], [0.01, 0.00, -0.01], [0.08, -0.22, -0.10], [-0.02, 0.01, -0.02], [-0.03, -0.03, 0.01], [0.01, -0.01, 0.01], [0.03, 0.08, -0.01], [0.09, 0.05, -0.15], [-0.01, -0.01, 0.00], [-0.01, -0.02, 0.00], [0.07, -0.02, -0.04], [0.05, 0.05, -0.01], [0.00, 0.01, 0.00], [-0.03, -0.01, 0.03], [0.00, 0.02, 0.00], [-0.16, 0.38, 0.06], [0.01, -0.06, -0.01], [0.04, -0.04, -0.07], [0.05, -0.09, -0.03], [-0.06, -0.03, -0.01], [0.02, 0.05, 0.00], [0.14, -0.07, 0.24], [0.00, -0.02, -0.04], [-0.01, 0.00, 0.01], [-0.08, 0.09, 0.03], [0.00, -0.02, 0.00], [-0.01, 0.02, 0.00], [-0.01, 0.02, -0.01], [0.05, -0.19, -0.12], [-0.01, -0.02, 0.00], [-0.05, 0.00, 0.04], [-0.02, -0.02, -0.01], [-0.16, -0.08, -0.01], [0.32, -0.08, 0.00], [0.03, 0.04, -0.03], [-0.02, -0.01, -0.01], [0.06, 0.02, 0.02], [-0.04, 0.08, 0.06], [-0.01, 0.00, 0.00], [-0.08, -0.11, 0.10], [-0.01, 0.01, 0.02], [0.08, -0.05, 0.10], [0.00, -0.01, -0.01]],
  "total_charge": 1,
  "e_homo_ha": [-0.383, -0.381],
  "orbital_gap_ev": [8.439, 8.341]
}



{
  "formula": "C19H18FN3O2",
  "method": "ωB97M-V with the def2-TZVPD basis set",
  "symbols": ["H", "H", "C", "H", "H", "H", "N", "H", "H", "O", "H", "C", "H", "C", "H", "H", "N", "H", "H", "O", "H", "C", "H", "C", "C", "N", "C", "C", "C", "F", "C", "C", "C", "C", "C", "H", "C", "C", "C", "H", "H", "C", "C"],
  "positions_angstrom": [[4.1592, -3.9370, 1.6648], [-0.5675, 0.6974, -4.4067], [0.7828, -0.9473, -1.7859], [0.9063, -0.6130, 3.5651], [3.8564, -0.8892, 3.4018], [2.7572, -1.9801, 4.2866], [0.4888, 0.0106, -0.7977], [-5.7765, 1.5688, -2.0373], [-4.0237, 5.0641, -0.2450], [4.2328, -3.1337, 2.2015], [3.6140, -0.7131, 1.0189], [-2.5347, 2.6902, -2.2451], [0.3971, -2.6641, 0.5755], [-4.9145, 2.2335, -1.9304], [-1.8464, 4.4135, -1.2593], [1.9059, -4.0981, 1.3646], [0.2980, 1.1805, 1.0728], [-0.1097, -2.2537, 2.2683], [1.4087, -3.7078, 3.0443], [-1.3098, 2.5250, -2.8091], [2.1374, 0.5323, 2.9161], [1.4755, -0.9966, 1.4552], [0.6535, -1.3949, -3.8868], [2.8528, -1.5226, 1.0367], [-3.9333, 4.1892, -0.8858], [-0.2850, 1.8876, 0.0315], [-3.6562, 1.8533, -2.4705], [-0.3384, 0.4883, -3.3992], [2.9984, -2.4193, 2.1856], [-3.5860, 0.7466, -3.2469], [-2.7178, 3.8259, -1.4816], [-5.0390, 3.3465, -1.0507], [-0.6612, 1.3938, -2.4403], [0.4442, -0.6877, -3.1014], [0.7249, -2.3220, 1.5404], [2.8551, -2.0700, 0.0942], [1.7807, -0.5263, 2.9164], [1.7403, -3.2941, 2.0914], [-0.1995, 1.1549, -1.0643], [-5.9864, 3.6146, -0.6075], [1.3329, -1.8505, -1.4951], [0.7598, 0.0496, 0.5756], [2.9229, -1.4450, 3.3393]],
  "atomic_forces_ev_per_a": [[-0.08, 0.35, 0.17], [-0.51, 0.22, -0.93], [0.13, 0.22, -1.19], [0.02, 0.17, -0.18], [0.11, -0.15, 0.07], [0.05, 0.31, -0.20], [0.53, -1.94, 0.07], [0.41, 0.17, -0.29], [0.23, -0.15, -0.22], [-0.13, -0.26, 0.20], [-0.32, -0.57, -0.10], [-1.97, 0.11, 0.30], [-0.54, 0.07, -0.42], [0.69, -0.21, 1.05], [0.30, 0.17, -0.17], [0.11, -0.09, 0.30], [-0.05, -0.38, -1.77], [0.04, 0.11, -0.86], [0.33, -0.17, -0.03], [0.41, -0.17, -0.12], [-0.59, -0.76, -0.01], [-0.59, 0.87, -0.93], [0.16, -0.10, 0.08], [0.16, 1.91, -1.62], [-0.17, -1.01, -0.15], [-0.37, -0.07, 0.13], [-0.90, 1.27, 0.49], [1.00, -0.21, 1.16], [1.38, -1.60, 0.79], [0.20, 0.45, 0.31], [-0.55, 0.51, 0.85], [1.05, -0.24, -1.56], [1.03, -1.29, 0.27], [-0.47, 0.27, 2.17], [-1.27, 0.21, 1.10], [0.02, 0.09, -0.17], [-0.08, 1.18, -0.46], [0.61, -0.31, 0.22], [-0.36, 1.19, -0.02], [-0.10, -0.23, -0.01], [-0.34, 0.63, 0.04], [0.46, 0.16, 0.85], [-0.04, -0.71, 0.75]],
  "total_charge": 0,
  "e_homo_ha": -0.309,
  "orbital_gap_ev": 8.767,
  "e_above_lowest_kcal_mol": 75.3
}



{
  "formula": "C2H2I2",
  "method": "ωB97M-V with the def2-TZVPD basis set",
  "symbols": ["C", "C", "H", "H", "I", "I"],
  "positions_angstrom": [[-0.5742, -0.0341, 0.0450], [0.9637, 0.0118, 0.0825], [1.5197, 0.9339, 0.0882], [1.5768, -0.8417, -0.2776], [-1.7781, 1.7362, 0.0316], [-1.7079, -1.8062, 0.0303]],
  "atomic_forces_ev_per_a": [[6.27, 0.59, 0.19], [-6.32, -0.95, -1.34], [-0.47, 0.49, 0.21], [-0.93, 0.18, 0.83], [0.82, -0.74, 0.19], [0.63, 0.43, -0.08]],
  "total_charge": 0,
  "e_homo_ha": -0.327,
  "orbital_gap_ev": 8.559,
  "e_above_lowest_kcal_mol": 23.0
}



{
  "formula": "C6H10",
  "method": "ωB97M-V with the def2-TZVPD basis set",
  "symbols": ["C", "H", "H", "H", "H", "C", "H", "H", "C", "C", "H", "H", "H", "C", "C", "H"],
  "positions_angstrom": [[-0.2787, -0.8679, 0.4617], [-0.8385, -2.7946, -0.3987], [-1.6920, -1.4251, -1.1074], [-0.9216, -1.0325, 1.3344], [0.4135, 2.5202, 0.9444], [-0.2467, 0.6319, 0.0750], [-1.1690, 0.8565, -0.4777], [-1.1473, 1.9732, 1.5652], [0.9086, 0.7525, -0.8256], [1.9300, 0.6536, -1.4563], [-0.0020, -1.7172, -1.5297], [0.7403, -1.1558, 0.7511], [0.3476, 1.2043, 2.1236], [-0.7252, -1.7506, -0.7067], [-0.1534, 1.6346, 1.2497], [2.8344, 0.5167, -2.0028]],
  "atomic_forces_ev_per_a": [[-0.05, -0.05, 0.09], [0.07, 0.13, 0.00], [0.09, 0.00, 0.09], [-0.04, 0.14, -0.14], [-0.13, -0.15, 0.07], [0.02, -0.03, -0.07], [0.20, -0.03, -0.04], [0.16, -0.19, -0.05], [0.50, -0.07, -0.23], [-0.36, 0.06, 0.19], [-0.11, 0.03, 0.18], [-0.21, 0.06, 0.10], [0.00, -0.02, -0.20], [-0.05, -0.04, -0.03], [0.03, 0.00, 0.03], [-0.11, 0.16, -0.01]],
  "total_charge": 0,
  "e_homo_ha": -0.363,
  "orbital_gap_ev": 11.075,
  "e_above_lowest_kcal_mol": 36.1
}



Number 1 is which compound? C36H36As2FMnNO3



What did the third record say?
{
  "formula": "C2H2I2",
  "method": "ωB97M-V with the def2-TZVPD basis set",
  "symbols": ["C", "C", "H", "H", "I", "I"],
  "positions_angstrom": [[-0.5742, -0.0341, 0.0450], [0.9637, 0.0118, 0.0825], [1.5197, 0.9339, 0.0882], [1.5768, -0.8417, -0.2776], [-1.7781, 1.7362, 0.0316], [-1.7079, -1.8062, 0.0303]],
  "atomic_forces_ev_per_a": [[6.27, 0.59, 0.19], [-6.32, -0.95, -1.34], [-0.47, 0.49, 0.21], [-0.93, 0.18, 0.83], [0.82, -0.74, 0.19], [0.63, 0.43, -0.08]],
  "total_charge": 0,
  "e_homo_ha": -0.327,
  "orbital_gap_ev": 8.559,
  "e_above_lowest_kcal_mol": 23.0
}